Run a
Computed, not measured: 6 unconnected molecules or ions with the total composition H14NO5, with ωB97M-V/def2-TZVPD.

```
20
H14NO5 (ωB97M-V/def2-TZVPD)
N 0.737 -0.495 0.237
H 0.589 0.539 0.173
H 0.769 -0.914 -0.688
H 0.194 -1.131 0.865
H 1.712 -0.588 0.530
H 1.090 3.848 -2.201
H 0.612 3.338 -3.520
O 0.607 3.105 -2.584
H -1.786 -2.298 1.681
H -0.459 -2.720 2.250
O -0.862 -2.358 1.456
H -3.290 -0.547 2.844
H -4.219 -1.760 2.607
O -3.305 -1.470 2.577
H -0.827 2.313 0.055
H 0.330 2.716 -0.750
O 0.133 2.180 0.043
H 3.433 -1.564 -1.441
H 2.828 -0.809 -2.621
O 2.663 -1.047 -1.702
```

## Properties
HOMO in eV: -15.10
Kohn-Sham gap in hartree: 0.4557
LUMO in eV: -2.7
Total charge: +1

Run b
Computed, not measured: 6 unconnected molecules or ions with the total composition H14NO5, with ωB97M-V/def2-TZVPD.

```
20
H14NO5 (ωB97M-V/def2-TZVPD)
N 0.723 0.159 -0.454
H 0.343 -0.264 0.394
H 1.698 -0.066 -0.672
H 0.783 1.209 -0.238
H 0.013 -0.072 -1.215
H -4.742 0.172 -0.187
H -4.527 -0.911 0.799
O -4.167 -0.607 -0.046
H 0.085 0.224 3.008
H -0.084 -1.113 2.479
O 0.128 -0.217 2.188
H 3.087 -2.921 0.378
H 4.182 -1.953 0.442
O 3.335 -2.126 0.884
H -2.101 -1.063 -2.821
H -2.522 -0.087 -1.737
O -1.786 -0.552 -2.052
H 2.642 3.391 -0.166
H 1.129 3.765 -0.476
O 1.780 3.031 -0.508
```

## Properties
HOMO in eV: -14.61
Kohn-Sham gap in hartree: 0.4338
LUMO in eV: -2.8
Total charge: +1

Run c
Computed, not measured: 6 unconnected molecules or ions with the total composition H14NO5, with ωB97M-V/def2-TZVPD.

```
20
H14NO5 (ωB97M-V/def2-TZVPD)
N -0.508 -0.478 0.352
H 0.035 -0.120 -0.430
H -0.735 -1.475 0.090
H -0.173 -0.449 1.331
H -1.398 0.030 0.372
H -0.289 -3.267 -1.538
H -1.097 -2.014 -1.901
O -0.295 -2.300 -1.435
H 0.138 -1.891 3.348
H 0.370 -0.492 3.714
O -0.082 -1.011 3.033
H 1.878 3.892 0.738
H 1.373 4.015 -0.628
O 2.092 3.611 -0.154
H -3.291 1.742 -1.628
H -2.912 0.550 -2.217
O -2.685 1.025 -1.413
H 2.575 -0.131 -1.283
H 2.643 -0.458 0.252
O 2.363 -0.778 -0.603
```

## Properties
HOMO in eV: -14.33
Kohn-Sham gap in hartree: 0.4135
LUMO in eV: -3.1
Total charge: +1

Run d
Computed, not measured: 6 unconnected molecules or ions with the total composition H14NO5, with ωB97M-V/def2-TZVPD.

```
20
H14NO5 (ωB97M-V/def2-TZVPD)
N -0.101 -1.529 -0.421
H -0.429 -1.958 -1.300
H -0.942 -1.219 0.071
H 0.478 -2.216 0.051
H 0.506 -0.690 -0.635
H 0.511 3.719 -1.600
H -0.750 3.455 -0.736
O 0.032 3.044 -1.107
H -1.614 -3.142 -3.258
H -2.524 -2.456 -2.100
O -1.758 -2.990 -2.323
H -2.202 2.069 0.678
H -3.018 1.405 -0.171
O -2.076 1.314 0.073
H 2.225 0.882 -0.142
H 1.168 1.498 -0.910
O 1.526 0.606 -0.750
H 2.947 0.146 4.561
H 3.051 -1.201 5.110
O 2.465 -0.690 4.539
```

## Properties
HOMO in eV: -13.87
Kohn-Sham gap in hartree: 0.4002
LUMO in eV: -3.0
Total charge: +1

Most stable: run a. Least stable: run c.

Run a
Computed, not measured: 6 unconnected molecules or ions with the total composition H14NO5, with ωB97M-V/def2-TZVPD.

```
20
H14NO5 (ωB97M-V/def2-TZVPD)
N 0.667 0.306 0.360
H 1.623 0.129 0.010
H 0.502 -0.267 1.196
H 0.601 1.313 0.458
H 0.021 -0.033 -0.375
H -2.232 -1.206 -4.758
H -3.061 -0.165 -4.022
O -2.302 -0.747 -3.914
H 3.991 0.138 -0.287
H 3.613 1.308 -1.284
O 3.278 0.584 -0.750
H 0.357 -2.046 2.986
H -0.222 -2.866 1.758
O 0.138 -2.021 2.040
H -2.048 -1.571 -0.835
H -1.674 -0.526 -1.848
O -1.567 -0.737 -0.907
H 0.207 3.078 3.889
H -0.751 1.982 3.440
O -0.261 2.750 3.109
```

## Properties
HOMO in eV: -14.56
Kohn-Sham gap in hartree: 0.4325
LUMO in eV: -2.8
Total charge: +1

Run b
Computed, not measured: 6 unconnected molecules or ions with the total composition H14NO5, with ωB97M-V/def2-TZVPD.

```
20
H14NO5 (ωB97M-V/def2-TZVPD)
N -0.432 -0.268 -0.583
H -1.047 -0.316 -1.412
H 0.255 -1.027 -0.664
H -0.976 -0.389 0.301
H -0.013 0.672 -0.555
O -1.930 -0.578 1.775
H -1.166 -0.788 2.332
H -2.416 0.069 2.296
O 0.454 0.316 2.543
H 0.761 0.740 3.350
H 0.422 1.015 1.879
O -0.928 -0.559 -3.326
H -0.489 -1.114 -3.978
H -1.741 -0.274 -3.757
O 0.689 2.278 0.162
H 0.072 2.987 0.382
H 1.363 2.694 -0.388
O 2.075 -1.653 -0.310
H 2.981 -1.335 -0.248
H 2.067 -2.470 0.201
```

## Properties
HOMO in eV: -14.84
Kohn-Sham gap in hartree: 0.4375
LUMO in eV: -2.9
Total charge: +1

Most stable: run b. Least stable: run a.

Run a
Computed, not measured: 10 unconnected molecules or ions with the total composition H20O10, with ωB97M-V/def2-TZVPD.

```
30
H20O10 (ωB97M-V/def2-TZVPD)
O 0.271 -0.084 0.561
H 0.388 -1.038 0.307
H -0.612 -0.084 0.844
O 4.015 -2.802 -1.353
H 4.918 -2.831 -1.750
H 3.447 -2.554 -2.012
O -2.428 1.332 -0.675
H -2.631 2.131 -1.306
H -3.323 1.051 -0.523
O 2.059 2.433 1.217
H 2.724 3.109 1.578
H 1.538 2.111 1.978
O -1.771 -2.689 2.465
H -1.727 -2.157 3.304
H -1.025 -3.235 2.618
O 2.302 1.716 -2.362
H 1.427 1.954 -2.433
H 2.525 1.605 -3.344
O -3.329 0.124 0.785
H -3.432 -0.506 0.119
H -2.607 -0.390 1.257
O 1.671 -0.074 -1.037
H 0.797 -0.421 -1.245
H 2.132 -0.968 -1.250
O -2.663 -4.067 -0.197
H -2.022 -3.669 -0.796
H -3.419 -3.549 -0.276
O 0.021 4.179 1.272
H 0.355 4.826 1.819
H 0.401 4.545 0.438
```

## Properties
Structure (SMILES): O.O.O.O.O.O.O.O.O.O
HOMO in eV: -9.09
Kohn-Sham gap in hartree: 0.3378
LUMO in eV: 0.1
Total charge: 0

Run b
Computed, not measured: 10 unconnected molecules or ions with the total composition H20O10, with ωB97M-V/def2-TZVPD.

```
30
H20O10 (ωB97M-V/def2-TZVPD)
O 17.542 -32.279 18.060
H 17.546 -32.858 17.298
H 17.546 -31.396 17.690
O 18.497 -33.524 22.320
H 19.221 -33.020 21.950
H 17.712 -33.132 21.939
O 21.490 -33.067 21.087
H 21.041 -33.722 20.553
H 22.207 -32.756 20.533
O 17.289 -31.702 20.517
H 17.493 -31.899 19.603
H 18.013 -31.148 20.810
O 19.457 -36.839 19.206
H 19.028 -36.787 20.061
H 19.692 -35.934 19.001
O 20.555 -32.343 17.260
H 20.062 -31.855 16.601
H 21.203 -31.719 17.585
O 19.347 -34.157 18.885
H 20.011 -33.709 18.362
H 18.681 -33.489 19.052
O 15.107 -33.699 18.491
H 14.870 -33.433 17.603
H 15.855 -33.145 18.716
O 20.731 -34.342 14.985
H 21.603 -34.656 14.747
H 20.865 -33.854 15.798
O 22.893 -34.769 17.510
H 23.686 -35.305 17.501
H 22.178 -35.395 17.388
```

## Properties
Structure (SMILES): O.O.O.O.O.O.O.O.O.O
HOMO in eV: -10.46
Kohn-Sham gap in hartree: 0.3550
LUMO in eV: -0.8
Total charge: 0

Most stable: run b. Least stable: run a.

Run a
Computed, not measured: 10 unconnected molecules or ions with the total composition H20O10, with ωB97M-V/def2-TZVPD.

```
30
H20O10 (ωB97M-V/def2-TZVPD)
O -1.213 3.323 0.105
H -0.802 3.231 0.867
H -0.603 3.018 -0.627
O -0.801 -2.456 2.981
H -0.555 -2.831 2.050
H -0.207 -2.801 3.562
O -2.185 0.479 -0.547
H -2.000 1.488 -0.498
H -2.752 0.155 0.164
O 1.077 3.022 2.131
H 0.810 2.161 1.827
H 1.965 3.222 2.015
O 1.547 0.129 1.969
H 0.679 0.255 2.355
H 1.652 -0.864 1.812
O 0.100 1.733 -2.791
H 0.715 1.670 -3.688
H -0.205 0.868 -2.862
O 2.228 -0.697 -1.943
H 2.898 -0.685 -1.225
H 1.840 0.182 -1.900
O -2.291 -1.903 -2.102
H -3.115 -1.899 -1.760
H -1.763 -1.413 -1.529
O 0.078 -3.899 0.730
H 0.824 -3.722 0.218
H -0.780 -4.417 0.122
O 1.169 1.071 -0.485
H 1.107 0.282 0.071
H 0.583 1.296 -1.020
```

## Properties
Structure (SMILES): O.O.O.O.O.O.O.O.O.O
HOMO in eV: -10.91
Kohn-Sham gap in hartree: 0.3943
LUMO in eV: -0.2
Total charge: 0

Run b
Computed, not measured: 10 unconnected molecules or ions with the total composition H20O10, with ωB97M-V/def2-TZVPD.

```
30
H20O10 (ωB97M-V/def2-TZVPD)
O 0.109 0.329 0.343
H 0.692 -0.202 -0.211
H 0.032 1.165 -0.130
O -0.981 -1.077 2.757
H -1.319 -0.963 3.653
H -0.513 -0.255 2.576
O 0.371 5.337 0.915
H -0.033 4.485 1.111
H 0.227 5.454 -0.031
O 2.754 -3.662 0.379
H 3.109 -3.418 -0.483
H 3.332 -4.372 0.679
O -1.853 -3.986 0.198
H -0.947 -3.664 0.133
H -1.869 -4.476 1.027
O 0.495 -0.403 -2.184
H -0.034 -0.990 -1.632
H 0.387 -0.757 -3.074
O -1.193 4.572 -2.216
H -1.254 3.965 -1.470
H -0.355 4.346 -2.634
O 3.037 -0.004 1.595
H 3.383 0.598 0.927
H 2.110 0.248 1.679
O -3.210 2.068 -2.659
H -2.289 2.317 -2.519
H -3.177 1.115 -2.796
O -0.192 -2.301 1.584
H 0.275 -2.825 0.924
H -1.093 -2.643 1.560
```

## Properties
Structure (SMILES): O.O.O.O.O.O.O.O.O.O
HOMO in eV: -9.90
Kohn-Sham gap in hartree: 0.3505
LUMO in eV: -0.4
Total charge: 0

Most stable: run b. Least stable: run a.